Molecular formula: C6H6P2
Method: DFT, the ωB97M-V functional and the def2-TZVPD basis

XYZ file:
```
14
Properties=species:S:1:pos:R:3:forces:R:3:mulliken_charge:R:1
C 0.450 -0.995 0.170 -1.1 0.5 1.1 -0.40
C -0.897 -0.946 0.188 -1.0 -3.6 2.2 -0.22
C 0.599 1.381 -0.433 -1.5 0.7 1.0 -0.70
C -0.802 1.418 -0.353 0.4 -1.4 -1.0 -0.35
C 1.076 0.147 -0.211 2.9 -0.8 -1.8 -0.10
C -1.577 0.235 -0.020 -0.6 1.7 -0.1 0.62
P 4.454 0.089 0.155 -0.9 -1.5 -0.3 -0.01
P -3.270 0.350 0.256 0.1 1.1 -0.1 -0.01
H 0.821 -1.922 0.485 1.5 -1.0 0.2 0.39
H -1.428 -1.919 0.609 0.8 2.1 -1.4 0.10
H 1.209 2.187 -0.815 -0.2 0.3 0.2 0.38
H -1.345 2.140 -0.902 -0.5 1.2 -0.2 0.32
H 3.978 -1.326 -0.096 0.6 1.5 0.3 0.02
H -3.266 -0.840 0.967 -0.4 -0.8 0.1 -0.03
```
Forces are in eV/Å.

Summary:
energy relative to the best compared isomer or geometry (same formula, charge and spin) = 133.9 kcal per mole
calculated total energy = -24887.835 eV

***

Molecular formula: C4H12NO2
Method: DFT, the ωB97M-V functional and the def2-TZVPD basis

XYZ file:
```
19
Properties=species:S:1:pos:R:3:forces:R:3:mulliken_charge:R:1
O -0.810 1.187 0.348 0.0 0.4 0.2 -0.64
O 0.047 -0.428 1.614 0.0 0.8 0.8 -0.45
C -0.387 0.854 1.425 0.6 -0.6 1.5 0.88
C -0.285 1.751 2.635 -0.2 0.5 -0.1 -1.23
H 0.361 -0.532 2.553 -0.4 0.0 -1.3 0.35
H 0.762 1.836 2.969 -0.4 -0.1 -0.1 0.38
H -0.889 1.350 3.467 0.2 0.1 -0.3 0.39
H -0.658 2.758 2.383 0.2 -0.5 0.1 0.31
C 1.435 -0.725 -1.592 0.0 0.0 0.0 -0.96
C 0.075 -1.414 -1.538 0.3 -0.7 -0.1 -0.42
N -1.020 -0.400 -1.604 -0.8 -0.8 -1.6 -0.19
H 1.555 -0.158 -2.531 0.0 -0.2 0.3 0.35
H 2.225 -1.493 -1.542 -0.3 0.4 0.0 0.32
H 1.563 -0.033 -0.744 0.0 -0.3 -0.3 0.24
H -0.061 -2.115 -2.384 0.1 0.4 0.4 0.39
H -0.053 -1.990 -0.601 0.0 0.4 -0.5 0.27
H -0.957 0.145 -2.487 -0.1 -0.5 0.7 0.39
H -1.954 -0.855 -1.568 0.7 0.4 -0.1 0.39
H -0.949 0.263 -0.806 0.1 0.3 0.4 0.24
```
Forces are in eV/Å.

Summary:
energy relative to the best compared isomer or geometry (same formula, charge and spin) = 0.0 kcal per mole
charge = +1
calculated total energy = -9922.230 eV

***

Molecular formula: C5H9NO
Method: DFT, the ωB97M-V functional and the def2-TZVPD basis

XYZ file:
```
16
Properties=species:S:1:pos:R:3:forces:R:3:mulliken_charge:R:1
C 0.523 1.329 -1.332 0.0 0.0 0.1 -0.59
C 0.465 1.528 -0.018 0.0 0.0 -0.2 -0.25
C -0.392 0.765 0.962 0.0 0.0 0.0 -0.64
C -1.138 -0.440 0.394 -0.1 0.0 -0.1 -0.48
C -0.316 -1.594 -0.167 -0.1 -0.1 0.0 0.34
N 0.993 -1.672 0.231 0.0 0.0 -0.2 -0.39
O -0.829 -2.447 -0.868 0.2 0.2 0.2 -0.62
H 1.158 1.940 -1.967 -0.1 -0.1 0.1 0.27
H -0.064 0.563 -1.836 0.1 0.1 0.1 0.20
H 1.074 2.320 0.420 -0.1 -0.1 -0.1 0.29
H 0.222 0.454 1.819 -0.1 0.1 -0.1 0.35
H -1.129 1.461 1.385 0.1 -0.1 0.0 0.35
H -1.824 -0.137 -0.403 0.1 0.0 0.1 0.32
H -1.764 -0.879 1.180 0.1 0.0 -0.1 0.35
H 1.536 -2.369 -0.259 -0.1 0.0 0.1 0.25
H 1.487 -0.822 0.460 -0.1 -0.1 0.0 0.25
```
Forces are in eV/Å.

Summary:
energy relative to the best compared isomer or geometry (same formula, charge and spin) = 15.8 kcal per mole
calculated total energy = -8868.529 eV

***

Molecular formula: C23H17IrN3O5S2
Method: DFT, the ωB97M-V functional and the def2-TZVPD basis

XYZ file:
```
51
Properties=species:S:1:pos:R:3:forces:R:3:mulliken_charge:R:1
Ir -0.240 1.274 0.808 0.5 0.1 0.0 0.94
C -1.064 -0.893 -2.880 -0.1 0.0 0.0 -1.37
C -0.762 0.233 -1.932 0.0 0.0 0.0 1.65
N -0.911 0.044 -0.646 0.0 -0.1 -0.1 -0.17
N -1.485 -1.169 -0.271 0.0 0.0 0.0 -0.50
C -1.704 -1.311 0.979 0.0 0.0 -0.1 0.57
S -1.290 -0.086 2.200 0.0 0.1 -0.1 -0.41
S -2.444 -2.721 1.665 0.0 0.0 0.0 -0.09
C -2.701 -3.786 0.207 0.1 0.0 0.0 -0.84
C -1.598 -4.787 -0.001 0.0 0.0 0.0 0.61
C -0.346 -4.388 -0.464 0.0 0.0 0.0 0.18
C 0.664 -5.319 -0.646 0.0 0.0 0.0 -0.77
C 0.435 -6.660 -0.368 0.0 0.0 0.0 -0.40
C -0.807 -7.064 0.094 0.0 0.0 0.0 -0.59
C -1.818 -6.130 0.278 0.0 0.0 0.0 -0.60
C -0.340 1.519 -2.480 0.0 0.0 0.0 0.08
C -0.236 1.637 -3.886 0.0 0.0 0.0 -0.85
C 0.091 2.813 -4.510 0.0 0.0 0.0 -0.95
C 0.332 3.957 -3.743 0.0 -0.1 0.0 -0.44
C 0.230 3.894 -2.378 0.0 0.0 0.1 -0.45
C -0.105 2.696 -1.726 0.0 -0.1 -0.2 0.88
O -0.177 2.794 -0.406 -0.2 -0.1 0.3 -0.91
H -1.139 -1.834 -2.352 0.0 0.0 0.0 0.17
H -0.283 -0.968 -3.631 0.0 0.0 0.0 0.47
H -2.011 -0.708 -3.390 0.0 0.0 0.0 0.37
H -2.828 -3.121 -0.644 0.0 0.0 0.0 0.29
H -3.649 -4.289 0.396 0.0 0.0 0.0 0.53
H -0.161 -3.342 -0.672 0.0 0.0 0.0 0.31
H 1.633 -4.997 -1.004 0.0 0.0 0.0 0.41
H 1.225 -7.386 -0.510 0.0 0.0 0.0 0.38
H -0.992 -8.107 0.315 0.0 0.0 0.0 0.37
H -2.788 -6.451 0.640 0.0 0.0 0.0 0.33
H -0.432 0.779 -4.508 0.0 0.0 0.0 0.27
H 0.158 2.849 -5.589 0.0 0.0 0.0 0.40
H 0.596 4.891 -4.221 0.0 0.0 0.0 0.40
H 0.405 4.759 -1.753 0.0 0.0 0.0 0.47
O 3.961 5.074 4.761 -0.4 -0.4 -0.4 -0.71
C 2.718 5.134 4.847 1.0 0.7 0.7 0.44
O 2.011 5.845 5.577 -0.5 -0.2 -0.2 -0.72
C 1.956 4.189 3.910 -0.1 -0.1 -0.1 0.27
C 0.568 4.169 3.916 0.0 0.0 0.0 -0.71
C -0.111 3.322 3.064 0.0 0.0 0.0 -0.07
N 0.548 2.513 2.230 -0.1 0.0 0.0 -0.09
C 1.893 2.519 2.215 0.1 0.0 0.0 0.97
C 2.630 3.338 3.037 0.0 -0.1 -0.1 -0.56
C 2.510 1.572 1.239 0.3 0.2 0.3 0.00
O 3.682 1.416 1.080 -0.2 0.0 -0.1 -0.56
O 1.610 0.850 0.520 -0.3 -0.1 -0.1 -0.60
H 0.049 4.831 4.597 0.0 0.0 0.0 0.49
H -1.192 3.275 3.027 0.0 0.0 0.0 0.49
H 3.711 3.330 3.010 0.0 0.0 0.0 0.60
```
Forces are in eV/Å.

Summary:
energy relative to the best compared isomer or geometry (same formula, charge and spin) = 0.0 kcal per mole
<S²> = 0.757
2S+1 = 2
calculated total energy = -63343.215 eV

***

Molecular formula: C15H22Cl8O5S
Method: DFT, the ωB97M-V functional and the def2-TZVPD basis

XYZ file:
```
51
Properties=species:S:1:pos:R:3:forces:R:3:mulliken_charge:R:1
C -2.893 -1.785 2.683 1.3 0.7 0.3 -1.12
C -2.015 -1.223 1.474 1.6 1.9 -2.7 0.45
C -0.872 -2.023 0.765 -0.4 2.8 -1.0 -0.55
C -0.017 -1.465 -0.416 -3.5 2.3 2.1 -0.07
C -0.278 0.018 -0.914 -4.0 -0.8 3.8 -0.29
C -1.399 0.814 -0.195 0.4 -2.4 0.7 0.56
C -1.755 2.357 -0.558 -0.1 -3.0 -0.6 -0.40
O -1.738 3.066 0.721 1.1 0.1 -0.5 -0.24
S -0.213 3.684 1.077 3.3 -0.3 -0.8 0.49
O 0.875 2.925 0.328 -3.3 1.5 1.6 -0.44
O 0.158 3.382 2.713 -1.3 -1.5 -1.6 -0.34
C 0.085 1.960 3.002 -0.1 -2.1 1.1 0.25
C 1.453 1.371 3.660 -0.3 -0.9 -1.5 -0.49
C 1.173 -0.210 3.844 -2.5 -2.3 1.8 0.55
O 0.262 -0.671 4.583 3.1 2.3 -2.6 -0.55
O 1.945 -1.186 3.113 -1.1 2.3 0.1 -0.47
C -2.264 0.217 0.976 2.5 -2.2 -1.5 -0.44
H -3.904 -1.259 2.709 1.3 -1.0 -0.2 0.33
H -2.348 -1.478 3.657 -0.8 -0.5 -1.5 0.22
H -2.970 -2.924 2.715 0.0 1.7 -0.3 0.31
H -0.632 -3.081 1.116 -0.7 2.0 -0.5 0.26
H 0.805 -2.061 -0.936 -2.1 0.4 1.5 0.36
H 0.292 0.551 -1.736 -1.5 -0.8 1.6 0.31
H -1.060 2.797 -1.346 -0.7 -0.5 1.3 0.41
H -2.808 2.312 -1.026 1.6 0.7 1.4 -0.17
H -0.096 1.327 2.068 0.3 1.1 1.1 -0.26
H -0.806 1.739 3.706 1.5 0.6 -1.0 0.29
H 1.741 1.892 4.629 -0.4 -0.9 -1.3 0.32
H 2.239 1.449 2.830 -0.8 0.1 1.5 0.23
H 1.330 -1.754 2.588 0.3 0.5 0.8 0.34
H -3.081 0.860 1.465 1.5 -1.1 -0.9 0.19
C 3.611 -0.252 -2.313 0.1 0.0 -0.4 -0.04
Cl 1.947 -0.685 -1.892 3.4 0.2 -1.5 -0.17
Cl 4.681 -0.398 -0.913 0.0 0.0 0.0 -0.17
H 3.962 -0.917 -3.098 -0.1 0.1 0.2 -0.08
H 3.630 0.778 -2.667 0.0 -0.1 0.2 0.33
C 6.218 -1.118 -5.066 0.3 -0.1 0.0 -0.25
Cl 6.436 0.402 -4.189 0.1 0.0 0.0 -0.13
Cl 4.545 -1.317 -5.603 0.0 -0.1 -0.2 -0.15
H 6.871 -1.119 -5.938 -0.2 0.1 0.1 0.31
H 6.480 -1.946 -4.409 -0.1 0.2 0.0 0.26
C -0.789 -5.663 -0.358 -0.2 -0.2 0.0 -0.27
Cl 0.598 -4.743 0.241 0.5 -0.7 -0.1 -0.12
Cl -1.706 -4.735 -1.550 0.0 -0.1 0.0 -0.13
H -0.430 -6.580 -0.823 0.0 0.2 0.0 0.32
H -1.441 -5.905 0.480 0.1 0.2 -0.1 0.25
C -5.158 4.644 -2.321 0.0 0.3 -0.1 -0.26
Cl -5.959 4.521 -0.751 0.0 0.1 0.0 -0.15
Cl -4.441 3.100 -2.796 -0.1 0.0 -0.3 -0.14
H -5.892 4.938 -3.070 0.1 -0.2 0.1 0.31
H -4.372 5.395 -2.260 -0.1 -0.2 0.1 0.25
```
Forces are in eV/Å.

Summary:
calculated total energy = -137156.222 eV

***

Molecular formula: C4H9N3
Method: DFT, the ωB97M-V functional and the def2-TZVPD basis

XYZ file:
```
16
Properties=species:S:1:pos:R:3:forces:R:3:mulliken_charge:R:1
C -1.482 -0.868 -0.979 0.4 0.3 -1.1 -1.09
C -1.358 0.327 0.061 -2.6 -1.8 -0.1 0.27
C -0.308 1.222 -0.348 4.4 2.9 0.7 -0.29
C 2.443 -0.494 0.111 1.4 -1.5 0.6 -0.28
H -1.727 -0.640 -2.055 0.6 0.4 1.0 0.30
H -0.578 -1.558 -0.958 -1.3 1.3 0.1 0.29
H -2.319 -1.413 -0.667 -1.3 -1.1 0.6 0.36
H -2.320 0.953 0.266 1.4 -1.3 -1.0 0.33
H -0.367 -1.118 1.336 -2.2 2.1 0.2 0.25
H -1.975 -0.278 2.230 4.1 -0.3 -4.1 0.24
H -0.383 2.296 -0.653 -0.9 -0.8 0.6 0.36
H 3.094 -1.490 0.230 -1.9 1.9 -0.6 0.23
H 3.103 0.485 0.406 -2.1 -2.3 -0.9 0.26
N -1.036 -0.253 1.360 -1.8 -1.4 4.1 -0.62
N 0.964 0.983 -0.147 -3.3 -1.0 -2.8 -0.41
N 1.173 -0.495 -0.242 5.2 2.6 2.7 -0.20
```
Forces are in eV/Å.

Summary:
energy relative to the best compared isomer or geometry (same formula, charge and spin) = 125.8 kcal per mole
calculated total energy = -8759.072 eV